# 1
C31H52HoN2O3P2 | ωB97M-V/def2-TZVPD

The LUMO energy (spin up / spin down) is -3.52 / -3.41 eV. As for the expectation value of S²: 6.006. The calculation puts the orbital gap (spin up / spin down) at 6.61 / 6.73 eV.

```
! RIJCOSX wB97M-V def2-TZVPD def2/J DEFGRID3
* xyz 1 5
Ho -0.606 -0.346 0.288
C 1.423 1.220 2.038
C 0.209 1.937 1.948
C -0.177 0.001 3.145
C 1.191 0.024 2.766
C -0.803 1.175 2.610
C 2.765 1.728 1.652
H 2.710 2.691 1.140
H 3.297 1.043 0.986
H 3.416 1.892 2.526
C 2.243 -0.963 3.164
H 3.202 -0.479 3.437
H 2.452 -1.642 2.322
H 1.910 -1.555 4.025
C -0.804 -0.918 4.124
H -0.733 -0.538 5.157
H -0.292 -1.890 4.123
H -1.867 -1.098 3.906
C -2.159 1.651 3.009
H -2.161 2.140 3.999
H -2.878 0.823 3.071
H -2.554 2.385 2.299
C 0.099 3.321 1.396
H -0.871 3.783 1.643
H 0.204 3.339 0.298
H 0.920 3.937 1.804
C 3.938 1.538 -3.108
C 4.647 2.667 -2.952
C 4.103 4.062 -2.946
C 2.925 4.378 -3.900
C 1.572 4.471 -3.227
C 1.023 3.516 -2.448
C 1.623 2.206 -2.094
C 2.427 1.436 -3.169
H 4.927 4.748 -3.239
H 2.853 3.669 -4.732
H 3.842 4.337 -1.903
H 2.048 1.677 -4.167
H 4.447 0.563 -3.086
H 5.731 2.619 -2.788
H 2.217 0.358 -3.027
H 2.174 2.235 -1.146
H 0.045 3.729 -1.973
H 0.733 1.572 -1.879
H 3.110 5.382 -4.314
H 1.006 5.413 -3.377
P -1.184 0.501 -2.978
C -0.894 -0.664 -4.372
C -1.601 1.974 -4.076
P -2.670 0.815 -0.683
C -2.932 0.220 -2.439
C -2.900 2.621 -1.019
C -4.167 0.158 0.057
H -1.377 -1.638 -4.215
H 0.195 -0.816 -4.437
H -1.233 -0.246 -5.331
H -1.752 1.624 -5.107
H -0.771 2.699 -4.093
H -2.516 2.507 -3.769
H -4.895 -0.018 -0.734
H -4.561 0.895 0.771
H -3.979 -0.789 0.578
H -3.262 -0.828 -2.484
H -3.656 0.875 -2.951
H -3.157 3.153 -0.093
H -3.687 2.785 -1.769
H -1.971 3.067 -1.408
C 0.801 -4.025 3.480
C -0.493 -4.654 3.055
C -0.810 -4.505 1.517
C 0.160 -5.332 0.642
C 1.626 -4.963 0.659
C -2.255 -4.946 1.259
O -2.564 -5.837 0.491
N -3.164 -4.120 1.937
C -2.929 -2.751 2.118
O -3.682 -2.045 2.778
N -1.829 -2.244 1.435
C -0.816 -3.045 1.130
O 0.096 -2.466 0.395
H 1.632 -4.731 3.409
H 0.748 -3.667 4.515
H 1.035 -3.174 2.835
H -0.535 -5.727 3.292
H -1.324 -4.178 3.586
H 0.038 -6.388 0.924
H -0.198 -5.241 -0.387
H 2.104 -5.309 1.578
H 2.130 -5.416 -0.200
H 1.748 -3.876 0.572
H -4.081 -4.494 2.129
*
```

---

# 2
C31H53BrNO3P3Tc | ωB97M-V/def2-TZVPD

The LUMO energy (spin up / spin down) is -13.26 / -13.92 eV. As for the expectation value of S²: 3.841. The calculation puts the orbital gap (spin up / spin down) at 5.95 / 4.97 eV.

```
! RIJCOSX wB97M-V def2-TZVPD def2/J DEFGRID3
* xyz 4 4
C -3.755 -7.122 5.207
C -3.078 -7.270 3.979
C -2.924 -8.569 3.460
C -3.458 -9.650 4.174
N -4.099 -9.484 5.328
C -4.253 -8.268 5.842
C -2.539 -6.128 3.281
C -2.004 -5.230 2.662
C -1.461 -4.128 2.003
C -2.245 -2.974 1.956
C -1.691 -1.836 1.410
C -0.394 -1.926 0.888
C 0.397 -3.072 0.923
C -0.159 -4.207 1.487
Tc -0.177 -0.295 -0.284
P -1.653 -0.303 -1.936
H -2.390 -8.752 2.529
H -3.888 -6.150 5.674
H -3.357 -10.669 3.795
H -4.786 -8.187 6.792
H 0.399 -5.145 1.555
H -3.251 -2.980 2.367
H 1.397 -3.046 0.523
H -2.281 -0.917 1.391
C -1.103 0.805 -3.273
C -1.583 0.447 -4.681
H -0.002 0.796 -3.222
H -1.417 1.822 -2.991
H -1.237 1.218 -5.382
H -1.168 -0.508 -5.021
H -2.675 0.401 -4.760
C -1.720 -2.014 -2.580
C -3.072 -2.708 -2.443
H -0.969 -2.572 -1.995
H -1.363 -2.025 -3.619
H -2.980 -3.743 -2.799
H -3.393 -2.751 -1.394
H -3.856 -2.220 -3.036
C -3.318 0.238 -1.411
C -4.218 0.741 -2.539
H -3.180 1.005 -0.632
H -3.785 -0.622 -0.908
H -5.193 1.033 -2.124
H -3.798 1.618 -3.049
H -4.406 -0.041 -3.287
Br 2.328 -0.469 -0.153
P 2.739 -4.095 -2.994
C 1.223 -3.447 -3.800
C 1.420 -3.389 -5.320
H 1.001 -2.457 -3.377
H 0.398 -4.129 -3.544
H 0.456 -3.326 -5.837
H 2.018 -2.519 -5.615
H 1.937 -4.285 -5.688
C 3.565 -2.651 -2.256
C 5.079 -2.796 -2.123
H 3.097 -2.466 -1.278
H 3.316 -1.797 -2.897
H 5.522 -1.825 -1.876
H 5.360 -3.501 -1.334
H 5.524 -3.141 -3.062
C 2.143 -5.105 -1.576
C 2.137 -6.600 -1.932
H 1.144 -4.753 -1.279
H 2.845 -4.917 -0.749
H 2.033 -7.203 -1.023
H 1.309 -6.854 -2.605
H 3.074 -6.893 -2.426
C 1.636 -0.412 3.119
C 0.595 0.505 3.683
O -0.532 0.775 2.795
P -0.537 1.360 1.285
O 0.525 2.561 1.313
C 0.491 3.867 1.997
C 0.101 3.872 3.451
O -2.048 1.986 1.297
C -2.490 3.357 1.130
C -3.980 3.347 0.889
H 1.207 -1.357 2.774
H 2.370 -0.613 3.906
H 2.167 0.055 2.278
H 0.113 0.055 4.562
H 1.050 1.457 4.002
H 1.502 4.256 1.874
H -0.195 4.500 1.419
H 0.884 3.452 4.094
H -0.003 4.924 3.742
H -0.856 3.379 3.652
H -2.250 3.938 2.035
H -1.957 3.796 0.274
H -4.513 2.700 1.596
H -4.370 4.363 0.991
H -4.186 3.014 -0.134
*
```

---

Max |F| values (in hartree/bohr) by entry order: 0.1039 0.1151.